This record from OMol25 describes C20H24N2O3S in the gas phase. The level of theory is ωB97M-V with the def2-TZVPD basis set.

For the HOMO-LUMO gap, the calculation gives 9.616 eV. For the LUMO energy, the calculation gives 0.43 eV. The SMILES is CCCNS(=O)(=O)c1cccc(C(=O)N[C@@H]2CCCc3ccccc32)c1. The electronic energy is -1509.9718 a.u. As for the highest occupied orbital energy: -0.3375 Ha. As for the spin multiplicity: 1. As for the max |F|: 0.9 eV/Å.

XYZ file:
```
50
C20H24N2O3S (ωB97M-V with the def2-TZVPD basis set)
S -2.13 -2.67 0.64
O -2.35 -2.81 -0.77
O -0.14 3.22 1.09
O -2.90 -3.48 1.54
N -0.49 -2.85 0.88
N -0.08 2.07 -0.86
C 1.04 2.79 -1.44
C 0.65 2.38 -3.89
C -2.51 1.71 1.77
C 2.07 1.84 -4.08
C 2.65 1.35 -2.78
C 1.83 -2.65 3.89
C -0.09 -2.95 2.27
C 4.25 -0.06 -1.63
C -2.32 -0.95 1.10
C -3.32 -0.55 1.96
C -3.41 0.80 2.30
C -0.52 2.30 0.40
C 3.79 0.41 -0.41
C -1.42 -0.05 0.56
C 2.20 1.82 -1.56
C 1.41 -2.67 2.42
C 2.77 1.34 -0.38
C 0.66 3.42 -2.78
C 3.68 0.41 -2.80
C -1.52 1.29 0.89
H -0.43 1.28 -1.37
H -3.99 -1.29 2.36
H -0.34 -3.92 2.70
H 1.29 -1.87 4.43
H 2.40 1.72 0.57
H 1.29 3.57 -0.71
H -0.12 -3.59 0.30
H 1.61 -3.61 4.35
H -0.64 -0.44 -0.08
H 5.04 -0.78 -1.67
H 4.22 0.05 0.51
H 1.38 4.20 -3.02
H -2.56 2.75 2.04
H -0.32 3.89 -2.68
H -0.03 1.56 -3.64
H 1.63 -1.70 1.96
H 2.71 2.64 -4.47
H 1.97 -3.43 1.88
H 2.07 1.03 -4.81
H -4.19 1.13 2.97
H 4.04 0.05 -3.76
H -0.66 -2.19 2.80
H 2.89 -2.46 3.97
H 0.30 2.83 -4.82
```

***

This record from OMol25 describes C9H14N4O3 in the gas phase in a non-equilibrium geometry. The level of theory is ωB97M-V with the def2-TZVPD basis set.

For the HOMO-LUMO gap, the calculation gives 9.471 eV. For the LUMO energy, the calculation gives 0.52 eV. The SMILES is C[C@H](N)C(=O)N[C@@H](Cc1c[nH]cn1)C(=O)O. The electronic energy is -796.1314 a.u. As for the highest occupied orbital energy: -0.3289 Ha. As for the spin multiplicity: 1. As for the max |F|: 2.2 eV/Å.

XYZ file:
```
30
C9H14N4O3 (ωB97M-V with the def2-TZVPD basis set)
O 1.60 0.34 1.42
O 0.78 3.79 0.26
O 2.25 2.43 -0.70
N 2.57 -1.83 -1.22
N -1.98 -0.48 -0.71
N -4.05 -0.55 0.08
N 0.63 0.34 -0.73
C 2.44 -2.37 1.14
C 1.04 2.71 -0.24
C -3.46 0.55 0.60
C -1.11 1.54 0.57
C 1.35 -0.20 0.36
C -2.20 0.59 0.10
C 1.75 -1.64 -0.01
C -3.14 -1.14 -0.72
C -0.01 1.61 -0.48
H -1.58 2.55 0.66
H 1.74 -2.62 1.99
H -0.74 1.21 1.55
H 2.01 -1.61 -2.03
H -4.93 -0.93 0.39
H -0.53 1.93 -1.39
H 3.28 -1.05 -1.24
H -3.95 1.21 1.27
H 2.83 -3.32 0.77
H 0.01 -0.38 -1.12
H -3.40 -2.01 -1.29
H 2.78 3.23 -0.58
H 0.80 -2.15 -0.22
H 3.22 -1.76 1.51
```

***

This record from OMol25 describes 11 unconnected molecules or ions with the total composition C39H84Cl2O24P2 in a non-equilibrium geometry. The level of theory is ωB97M-V with the def2-TZVPD basis set.

For the HOMO-LUMO gap, the calculation gives 10.339 eV. For the LUMO energy, the calculation gives 0.36 eV. The SMILES is COP(=O)(OC)OC.COP(=O)(OC)OC.CCOC(C)=O.CCOC(C)=O.CCOC(C)=O.CCOC(C)=O.CCOC(C)=O.CCOC(C)=O.CCOC(C)=O.CCOC(C)=O.ClCCl. The electronic energy is -4945.5280 a.u. As for the highest occupied orbital energy: -0.3667 Ha. As for the spin multiplicity: 1. As for the max |F|: 2.5 eV/Å.

XYZ file:
```
151
C39H84Cl2O24P2 (ωB97M-V with the def2-TZVPD basis set)
Cl -3.73 4.63 -15.70
Cl -2.11 4.61 -13.27
P 2.15 6.69 -12.84
P 1.46 -0.61 -22.96
O 4.05 2.16 -16.76
O 7.98 4.23 -20.02
O 2.67 0.02 -22.42
O 5.80 4.28 -20.54
O 0.26 7.81 -18.87
O 7.00 -2.21 -20.00
O 0.37 -0.90 -21.87
O -4.96 -0.36 -16.94
O 0.70 0.17 -24.10
O 1.96 4.38 -18.18
O -5.56 6.09 -18.25
O 1.64 -2.03 -23.61
O 7.07 -1.17 -18.00
O 2.84 5.92 -11.66
O -1.36 -3.30 -16.65
O 1.12 7.62 -12.06
O 4.95 3.65 -15.31
O -2.80 0.02 -16.42
O 1.17 5.66 -13.53
O 3.06 7.39 -13.74
O 0.59 3.05 -19.36
O -0.79 -2.53 -18.68
O 0.59 9.07 -20.70
O -4.69 6.80 -20.20
C -5.94 8.58 -21.25
C -6.39 -0.08 -15.03
C 2.29 4.77 -11.04
C 1.70 4.69 -14.44
C 1.03 8.46 -19.76
C 0.04 8.18 -12.78
C 5.45 6.42 -19.53
C 5.79 5.68 -20.82
C 9.35 -2.21 -17.85
C -0.73 2.94 -17.29
C 6.44 -1.73 -19.04
C -3.11 5.58 -14.37
C -4.99 5.86 -19.28
C 4.04 1.68 -14.43
C 4.31 2.53 -15.65
C -2.20 -4.38 -17.12
C -1.79 7.17 -17.85
C -5.19 8.11 -20.02
C 6.67 2.24 -19.77
C 6.92 3.68 -20.12
C 2.86 2.92 -19.88
C 0.21 -1.55 -16.73
C 0.48 -0.26 -20.59
C 4.95 -1.52 -18.97
C -3.74 0.13 -17.16
C -1.16 7.84 -19.08
C 5.76 5.86 -15.64
C -5.32 -0.95 -15.69
C -4.45 4.53 -19.69
C 2.31 -2.11 -24.88
C 8.47 -0.97 -17.91
C 0.31 1.53 -23.86
C -0.70 -2.50 -17.48
C 5.14 4.66 -16.33
C -3.67 -4.02 -17.04
C 2.48 8.37 -19.38
C -0.59 3.47 -18.69
C 1.79 3.54 -19.02
C -3.68 0.81 -18.50
H 3.22 -2.69 -24.76
H -6.43 -0.32 -13.96
H -6.94 8.13 -21.29
H 6.24 6.20 -18.81
H -0.28 -0.57 -16.76
H -3.42 4.44 -19.34
H -4.98 3.79 -19.09
H -1.65 6.10 -17.78
H -3.95 -3.59 -16.07
H -0.73 7.43 -12.98
H -1.35 7.22 -19.96
H 1.17 4.76 -15.38
H 4.57 -2.09 -18.12
H 1.42 4.39 -11.56
H 9.05 -2.87 -17.04
H 5.01 5.88 -21.55
H 5.46 6.77 -16.16
H 5.34 7.50 -19.64
H 1.10 -0.88 -19.94
H -1.53 7.81 -17.00
H 1.62 -2.56 -25.59
H 3.05 3.99 -10.93
H 4.52 -1.91 -19.89
H 4.18 4.92 -16.76
H 4.69 -0.47 -18.86
H 3.02 1.30 -14.48
H 2.55 -1.12 -25.28
H 5.76 4.27 -17.14
H -5.40 8.35 -22.17
H -0.65 4.57 -18.78
H -4.63 1.28 -18.75
H 3.00 9.25 -19.77
H 4.17 2.25 -13.51
H 6.77 5.97 -21.18
H 6.29 1.70 -20.65
H 2.03 5.03 -10.01
H 0.72 2.13 -24.66
H 9.33 -2.74 -18.80
H 0.88 0.75 -20.68
H 4.51 6.08 -19.08
H -5.99 9.67 -21.25
H -1.72 3.11 -16.86
H -2.85 7.44 -17.91
H 10.36 -1.85 -17.65
H 2.88 7.43 -19.75
H 8.82 -0.33 -18.72
H 0.38 8.47 -13.78
H 2.75 4.90 -14.65
H -4.23 -4.96 -17.08
H -2.01 -5.09 -16.32
H -0.52 -0.27 -20.16
H -3.42 0.03 -19.22
H -0.77 1.57 -23.70
H 0.36 -1.88 -15.71
H -3.99 -3.35 -17.83
H 1.14 -1.50 -17.29
H 4.70 0.82 -14.43
H 2.52 2.78 -20.90
H -4.38 8.82 -19.81
H 2.64 8.43 -18.30
H 3.17 1.96 -19.46
H -5.71 -1.94 -15.94
H -7.35 -0.20 -15.52
H -5.81 8.17 -19.13
H -2.85 1.51 -18.53
H -0.41 9.00 -12.24
H -2.52 6.41 -14.75
H 6.84 5.80 -15.60
H -1.97 -4.79 -18.10
H -0.64 1.85 -17.32
H -3.92 5.97 -13.77
H 0.06 3.37 -16.67
H 3.74 3.55 -19.89
H 0.77 1.88 -22.93
H 5.94 2.07 -18.98
H 1.61 3.69 -14.01
H -1.42 3.19 -19.34
H -4.46 4.40 -20.77
H 7.62 1.80 -19.48
H -6.10 0.97 -15.09
H 8.57 -0.41 -16.98
H -4.51 -1.05 -14.97
H 5.34 5.94 -14.63
H -1.55 8.85 -19.18
```

***

> The highest max |F| belongs to which entry?

C39H84Cl2O24P2